Molecular formula: C56H45N8ORuS2
Method: DFT, the ωB97M-V functional and the def2-TZVPD basis

## Properties
- total charge = +2
- <S²> = 1.0550
- 2S+1 = 2
- largest force on an atom (eV/A) = 3.4
- Kohn-Sham gap (spin up / spin down) (eV) = 6.4 / 6.5

Positions of all 113 atoms, in Å:
Ru -0.425 -0.169 0.024
S 2.156 -0.232 2.959
S -0.245 -2.496 -2.870
O 1.626 -0.134 1.561
N -1.190 1.041 1.648
N -2.856 -0.416 -0.239
N 0.758 0.744 -2.997
N 1.408 -0.674 -1.211
N -0.906 -1.826 -1.570
N -0.586 1.396 -1.122
N -1.021 -1.827 1.268
N -2.160 2.655 0.198
C -1.022 2.396 -3.146
C 4.953 2.013 0.039
C -1.393 -1.404 -5.094
C -0.317 -4.666 -1.193
C -2.334 -1.810 1.633
C 3.418 -2.571 6.454
C -1.892 -3.415 3.393
C -0.405 -5.204 -3.543
C -0.202 -2.664 1.896
C -3.690 -1.708 -5.724
C -1.107 0.600 2.908
C 2.714 -0.517 -3.228
C 3.140 1.308 3.265
C -5.081 0.262 -0.737
C -1.077 2.804 -4.474
C 1.596 -0.126 -2.442
C -0.358 -6.013 -0.879
C 6.580 1.500 1.727
C 5.337 -1.798 4.610
C -2.767 2.688 2.442
C 3.937 1.845 0.962
C -1.862 2.998 -2.178
C 5.566 1.325 2.652
C -3.715 0.187 -1.031
C 3.040 -2.181 5.182
C 2.255 -1.608 -0.796
C -1.979 3.798 -4.812
C -1.582 -2.309 -4.064
C -4.659 -1.056 1.230
C 3.568 -1.429 2.862
C -0.446 -6.552 -3.220
C -2.004 2.109 1.395
C -0.356 -4.276 -2.520
C -4.181 -2.529 3.080
C -2.803 -2.582 2.723
C -3.286 -1.054 0.870
C -2.807 -2.920 -3.848
C -3.864 -2.614 -4.688
C -5.550 -0.345 0.405
C -2.756 4.006 -2.527
C -0.591 -3.489 2.941
C -1.565 2.357 -0.928
C -1.851 1.101 3.950
C -2.805 4.394 -3.852
C 6.276 1.841 0.418
C 4.236 1.502 2.279
C -2.718 2.173 3.705
C -2.458 -1.107 -5.931
C 3.996 -1.800 4.245
C -0.424 -6.956 -1.894
C 4.759 -2.588 6.804
C 5.715 -2.198 5.882
C -5.072 -1.793 2.372
C 3.601 -1.444 -2.756
C -0.217 1.422 -2.452
C 3.359 -2.023 -1.508
H -3.311 2.589 4.501
H -0.419 -4.878 -4.572
H -2.222 -4.003 4.232
H 2.044 -2.044 0.167
H -0.457 -8.007 -1.651
H 4.468 -1.732 -3.332
H 1.993 -2.170 4.909
H -1.761 0.670 4.932
H 3.508 1.183 4.282
H 4.714 2.287 -0.978
H 4.014 -2.776 -1.105
H -5.749 0.758 -1.422
H -1.875 -2.114 -1.461
H 4.370 -0.986 2.273
H -3.373 4.484 -1.781
H 2.669 -2.864 7.174
H -3.488 5.174 -4.156
H -2.324 -0.401 -6.736
H -0.331 -6.324 0.155
H 5.056 -2.905 7.792
H 2.411 2.117 3.231
H -4.508 -3.108 3.931
H 7.609 1.368 2.026
H 0.818 -2.696 1.539
H 3.173 -2.298 2.334
H 2.905 1.981 0.669
H -3.329 0.602 -1.954
H 6.089 -1.501 3.894
H -0.263 -3.907 -0.425
H -0.392 -0.190 3.105
H -4.823 -3.082 -4.524
H 5.809 1.072 3.674
H -0.421 2.361 -5.204
H -2.039 4.136 -5.835
H -3.386 3.530 2.183
H -0.489 -7.286 -4.010
H -4.520 -1.473 -6.373
H -6.116 -1.770 2.646
H 7.068 1.974 -0.302
H -6.602 -0.306 0.651
H 6.759 -2.205 6.152
H 0.121 -4.162 3.390
H 2.838 -0.061 -4.196
H -2.932 -3.634 -3.046
H -0.428 -0.942 -5.232

Here are the Löwdin charges for atoms 1 to 99, given in e:
1 Ru 1.4172
2 S 0.9770
3 S 1.1152
4 O -0.6175
5 N 0.0128
6 N 0.0531
7 N 0.1739
8 N -0.0138
9 N -0.3587
10 N -0.0337
11 N -0.0208
12 N 0.1713
13 C -0.0949
14 C -0.0662
15 C -0.0788
16 C -0.0901
17 C -0.1523
18 C -0.0666
19 C 0.0386
20 C -0.0726
21 C -0.1359
22 C -0.0538
23 C -0.1643
24 C 0.0040
25 C -0.2324
26 C 0.0023
27 C 0.0090
28 C -0.3835
29 C -0.0597
30 C -0.0622
31 C -0.0383
32 C 0.0197
33 C -0.0444
34 C -0.1102
35 C -0.0525
36 C -0.0888
37 C -0.0727
38 C -0.1645
39 C -0.0428
40 C -0.3877
41 C -0.1229
42 C -0.2409
43 C -0.0485
44 C -0.3206
45 C -0.3800
46 C 0.0038
47 C -0.1281
48 C -0.1493
49 C -0.0836
50 C -0.0549
51 C 0.0338
52 C 0.0122
53 C -0.0091
54 C -0.2872
55 C -0.0317
56 C -0.0439
57 C -0.0686
58 C -0.3007
59 C -0.0291
60 C -0.0540
61 C -0.2958
62 C -0.0549
63 C -0.0659
64 C -0.0581
65 C 0.0064
66 C -0.0366
67 C -0.2609
68 C -0.0308
69 H 0.1202
70 H 0.1194
71 H 0.1307
72 H 0.0703
73 H 0.1150
74 H 0.1209
75 H 0.0860
76 H 0.1142
77 H 0.1036
78 H 0.1059
79 H 0.1129
80 H 0.1210
81 H 0.0093
82 H 0.0948
83 H 0.1211
84 H 0.1086
85 H 0.1153
86 H 0.1142
87 H 0.1084
88 H 0.1118
89 H 0.1051
90 H 0.1273
91 H 0.1113
92 H 0.0882
93 H 0.0923
94 H 0.1069
95 H 0.1256
96 H 0.1131
97 H 0.0688
98 H 0.0613
99 H 0.1146

=====

Molecular formula: C56H45OOsP3S2Si
Method: DFT, the ωB97M-V functional and the def2-TZVPD basis

## Properties
- total charge = +2
- ΔE to the lowest compared entry with this formula, charge and spin (kJ/mol) = 382.6
- 2S+1 = 1
- largest force on an atom (eV/A) = 0.8
- Kohn-Sham gap (spin up / spin down) (eV) = 5.4 / 5.4

Positions of all 109 atoms, in Å:
Os -0.098 -0.576 0.059
S 2.185 1.962 -0.699
S 3.988 3.669 3.116
P -0.797 1.575 -0.218
P 0.223 -1.303 -2.189
P -0.259 -0.947 2.346
Si 2.162 -0.716 0.072
O 3.972 5.169 0.901
C -3.352 2.337 0.628
C -0.427 -0.586 -3.722
C -1.415 2.285 -1.756
C 1.914 4.167 1.551
C -1.256 0.541 -6.117
C 0.746 2.422 0.205
C -2.041 2.078 1.018
C -0.258 1.154 -5.370
C 1.249 0.875 3.895
C 1.854 1.273 5.078
C -3.928 -1.092 4.139
C -2.983 2.137 -3.570
C -1.096 3.585 -2.134
C 0.631 -2.464 1.879
C -1.545 -5.524 -1.866
C 0.183 -3.744 2.244
C 2.259 -3.516 0.425
C -2.662 3.434 -3.942
C 2.907 -1.171 -1.570
C -1.694 -3.153 -1.568
C -1.948 -1.394 2.808
C 1.830 -4.761 0.835
C 0.276 -4.116 -2.551
C -1.427 -1.201 -4.471
C -2.669 2.517 3.307
C 3.384 4.040 1.436
C -4.310 2.662 1.571
C -4.022 -2.430 2.145
C 3.789 -1.829 -4.126
C 1.698 -2.327 0.946
C -1.718 2.161 2.370
C -4.646 -1.878 3.256
C 1.131 -0.754 6.144
C 0.521 -1.145 4.970
C -0.285 -5.375 -2.422
C -1.841 -0.631 -5.668
C 1.993 -1.433 -2.586
C 2.432 -1.750 -3.864
C 0.559 -0.324 3.840
C -1.714 4.153 -3.237
C 4.707 -1.573 -3.121
C 4.227 2.815 1.519
C 2.931 0.897 0.568
C 0.818 3.420 1.177
C 0.793 -4.874 1.747
C 3.838 5.285 -0.513
C 4.266 -1.236 -1.850
C 1.789 0.466 6.202
C -2.347 1.555 -2.492
C -3.972 2.764 2.909
C 0.152 0.598 -4.178
C -0.427 -2.996 -2.125
C -2.253 -4.410 -1.438
C -2.584 -0.845 3.920
C -2.681 -2.186 1.919
C 3.795 1.403 1.439
H -0.708 1.952 2.711
H -1.571 0.975 -7.053
H -5.692 -2.070 3.435
H -2.607 -1.114 -6.255
H -5.320 2.855 1.252
H -2.038 -0.229 4.613
H -2.265 -2.272 -1.263
H -0.380 4.160 -1.566
H 5.228 2.998 1.125
H 1.718 -1.920 -4.661
H -1.866 -2.130 -4.142
H 0.461 -5.851 2.067
H -3.241 -4.523 -1.018
H 2.785 5.273 -0.812
H -0.130 3.767 1.583
H 4.281 6.244 -0.775
H 2.260 0.781 7.119
H -2.589 0.539 -2.204
H -1.978 -6.507 -1.770
H -4.579 -3.054 1.465
H 1.092 -1.393 7.012
H 4.242 0.741 2.181
H -0.645 -3.843 2.929
H 1.346 1.492 3.009
H 2.299 -5.651 0.441
H -2.392 2.594 4.345
H 0.942 1.069 -3.605
H 4.992 -1.024 -1.079
H 2.382 2.213 5.117
H -4.413 -0.671 5.006
H 5.764 -1.628 -3.331
H 0.261 -6.241 -2.760
H -2.192 -2.642 1.070
H -4.717 3.037 3.636
H 1.263 -4.010 -2.977
H 1.681 5.110 2.035
H 0.002 -2.093 4.930
H -3.719 1.580 -4.128
H 4.375 4.473 -1.016
H 4.130 -2.080 -5.119
H -3.153 3.885 -4.790
H 3.047 -3.451 -0.307
H 0.202 2.064 -5.726
H -3.641 2.298 -0.412
H -1.468 5.160 -3.533

Here are the Löwdin charges for atoms 1 to 99, given in e:
1 Os 0.5401
2 S 0.9533
3 S 1.0773
4 P 0.8444
5 P 0.9563
6 P 0.9450
7 Si 0.4489
8 O -0.1317
9 C -0.0583
10 C -0.3688
11 C -0.3701
12 C 0.0345
13 C -0.0621
14 C -0.5643
15 C -0.3265
16 C -0.0638
17 C -0.1036
18 C -0.0676
19 C -0.0539
20 C -0.0605
21 C -0.0656
22 C -0.3607
23 C -0.0532
24 C -0.0674
25 C -0.0751
26 C -0.0487
27 C -0.3154
28 C -0.1406
29 C -0.3468
30 C -0.0422
31 C -0.0638
32 C -0.0674
33 C -0.0629
34 C -0.7438
35 C -0.0474
36 C -0.0561
37 C -0.0404
38 C -0.2740
39 C -0.1380
40 C -0.0510
41 C -0.0479
42 C -0.0819
43 C -0.0540
44 C -0.0590
45 C -0.3662
46 C -0.0696
47 C -0.3380
48 C -0.0506
49 C -0.0455
50 C -0.4332
51 C -0.4988
52 C -0.1362
53 C -0.0352
54 C -0.0433
55 C -0.0710
56 C -0.0476
57 C -0.1269
58 C -0.0482
59 C -0.1082
60 C -0.3653
61 C -0.0647
62 C -0.0831
63 C -0.1052
64 C -0.1509
65 H 0.0676
66 H 0.1146
67 H 0.1147
68 H 0.1138
69 H 0.1158
70 H 0.1028
71 H 0.0958
72 H 0.1025
73 H 0.1415
74 H 0.1224
75 H 0.1038
76 H 0.1216
77 H 0.1105
78 H 0.0895
79 H 0.1130
80 H 0.1078
81 H 0.1163
82 H 0.1049
83 H 0.1140
84 H 0.1098
85 H 0.1170
86 H 0.1316
87 H 0.1116
88 H 0.0692
89 H 0.1213
90 H 0.1169
91 H 0.1041
92 H 0.1114
93 H 0.0733
94 H 0.1161
95 H 0.1159
96 H 0.1150
97 H 0.0706
98 H 0.1157
99 H 0.1058